A 3-piece molecular cluster, C20H25Br2N6O7P2S overall, computed with ωB97M-V with the def2-TZVPD basis set.

The geometry in XYZ format:
```
63
C20H25Br2N6O7P2S, DFT ωB97M-V with the def2-TZVPD basis set
C -2.81 -3.77 2.79
C -3.96 -2.73 2.96
S -3.62 -1.50 4.28
C -3.31 0.01 3.26
N -4.51 0.27 2.46
N -5.79 0.10 2.86
C -6.56 0.46 1.82
N -7.89 0.42 1.93
C -8.78 0.74 0.88
Br -9.98 -0.70 0.37
C -8.85 1.90 0.27
C -9.81 2.21 -0.87
Br -7.71 3.37 0.79
N -5.82 0.83 0.75
C -4.56 0.71 1.22
P -3.20 1.19 0.08
P -1.95 -0.51 -0.40
O -1.14 -0.10 -1.54
O -2.77 -1.84 -0.88
O -0.94 -0.86 0.85
H -2.84 -4.20 1.78
H -1.83 -3.36 3.05
H -3.00 -4.61 3.48
H -4.11 -2.20 2.01
H -4.90 -3.27 3.14
H -2.48 -0.27 2.59
H -3.06 0.85 3.92
H -6.12 -0.22 3.76
H -8.26 0.13 2.82
H -9.42 2.99 -1.53
H -9.94 1.31 -1.49
H -10.78 2.49 -0.43
H -3.86 1.50 -1.14
H -3.42 -2.04 -0.18
H -0.49 -1.71 0.67
C 3.68 1.25 -0.55
C 4.86 0.62 -0.18
C 4.84 -0.71 0.21
C 3.63 -1.39 0.21
C 2.45 -0.77 -0.14
C 2.48 0.56 -0.53
N 3.60 -2.81 0.60
O 4.65 -3.33 0.93
O 2.52 -3.38 0.57
H 3.70 2.29 -0.86
H 5.80 1.16 -0.20
H 5.76 -1.20 0.49
H 1.51 -1.29 -0.13
H 1.56 1.06 -0.81
C 9.62 1.53 -5.10
C 8.87 0.45 -4.64
C 8.49 0.39 -3.31
C 8.87 1.42 -2.45
C 9.63 2.49 -2.90
C 10.00 2.54 -4.23
N 8.46 1.37 -1.04
O 7.81 0.40 -0.68
O 8.77 2.29 -0.32
H 9.91 1.58 -6.14
H 8.58 -0.33 -5.32
H 7.91 -0.44 -2.95
H 9.92 3.28 -2.23
H 10.59 3.37 -4.59
```

Computed properties:
**Total charge**: +1
**E**: -7860.86944 a.u.
**M**: 715.278 g/mol
**Max |F|**: 2.90 eV/Å
**Kohn-Sham gap**: 0.2880 hartree